No. 1
Here is C31H21BaCl2IN4O3SSe as an isolated structure at a distorted geometry from OMol25. Energies are from ωB97M-V/def2-TZVPD.

For the energy, the calculation gives -154610.999 eV. The value obtained for the HOMO energy is -6.956 eV. The value obtained for the lowest unoccupied orbital energy is -0.5 eV. The calculation puts the frontier orbital gap at 6.50 eV. For the energy above the lowest of the compared OMol25 structures with the same formula, charge and spin, the calculation gives 66.0 kcal/mol.

The geometry in ORCA input format:
```
! RIJCOSX wB97M-V def2-TZVPD def2/J DEFGRID3
* xyz 0 1
Ba -1.90 0.43 -0.54
I -3.24 -0.41 -3.49
C -1.34 -1.21 -4.19
C -1.43 -1.73 -5.45
C -0.30 -2.31 -6.05
C 0.88 -2.31 -5.38
C 0.98 -1.76 -4.08
C 2.22 -1.78 -3.41
C 2.31 -1.34 -2.13
C 1.17 -0.86 -1.47
C -0.07 -0.76 -2.07
C -0.17 -1.21 -3.41
H -2.36 -1.70 -5.99
H -0.39 -2.75 -7.04
H 1.76 -2.75 -5.82
H 3.08 -2.15 -3.95
H 3.26 -1.35 -1.61
H 1.28 -0.56 -0.43
Se 7.19 2.60 2.64
N 5.56 2.92 3.22
C 4.72 2.81 2.21
C 3.30 3.03 2.30
C 2.68 3.44 3.48
C 1.32 3.64 3.47
C 0.63 3.47 2.27
N 1.20 3.07 1.15
C 2.51 2.85 1.15
C 3.11 2.43 -0.11
N 2.30 2.22 -1.15
C 2.83 1.85 -2.30
C 4.20 1.66 -2.50
C 5.05 1.89 -1.45
C 4.51 2.27 -0.21
C 5.32 2.46 0.96
N 6.63 2.31 1.00
H 3.28 3.59 4.37
H 0.79 3.96 4.36
H -0.44 3.65 2.20
H 2.12 1.68 -3.10
H 4.57 1.35 -3.47
H 6.12 1.78 -1.54
C -6.50 -1.32 0.28
S -4.73 -1.43 -0.20
O -4.19 -0.06 -0.07
C -4.13 -2.35 1.24
C -3.17 -3.29 0.92
C -2.54 -4.00 1.92
C -2.88 -3.77 3.24
C -3.87 -2.86 3.55
C -4.50 -2.13 2.55
H -6.63 -0.67 1.13
H -6.82 -2.33 0.51
H -7.05 -0.93 -0.57
H -2.93 -3.47 -0.13
H -1.77 -4.72 1.67
H -2.37 -4.30 4.03
H -4.14 -2.69 4.59
H -5.24 -1.39 2.81
Cl -2.49 2.63 3.83
C -1.63 1.15 3.46
Cl -2.35 -0.22 4.28
C -1.59 0.89 1.92
O -1.36 -0.27 1.58
O -1.76 1.86 1.20
H -0.61 1.25 3.82
*
```

=====

No. 2
Here is a 2-piece molecular cluster, C7H13F2NSi overall at a distorted geometry from OMol25. Energies are from ωB97M-V/def2-TZVPD.

For the energy, the calculation gives -22273.234 eV. The value obtained for the HOMO energy is -8.605 eV. The value obtained for the lowest unoccupied orbital energy is -0.9 eV. The calculation puts the frontier orbital gap at 7.74 eV. For the energy above the lowest of the compared OMol25 structures with the same formula, charge and spin, the calculation gives 6.2 kcal/mol.

The geometry in ORCA input format:
```
! RIJCOSX wB97M-V def2-TZVPD def2/J DEFGRID3
* xyz 0 1
C -0.14 -1.77 0.06
C -2.30 0.23 0.46
C -0.57 1.02 -1.20
C 0.30 -0.92 2.30
C 3.74 -0.33 -1.77
C -0.79 0.58 0.27
C 0.13 -0.54 0.76
N -0.61 -2.71 -0.47
F 2.73 1.66 0.02
F 3.40 -0.46 1.11
Si 2.71 0.08 -0.23
H -2.44 -0.67 -0.16
H -2.92 1.13 0.19
H -2.56 0.11 1.56
H 0.40 1.44 -1.24
H -0.74 0.09 -1.82
H -1.21 1.83 -1.38
H 1.36 -1.24 2.42
H -0.47 -1.70 2.59
H 0.30 0.06 2.82
H 3.69 -1.42 -2.06
H 3.28 0.42 -2.52
H 4.86 -0.21 -1.68
H -0.75 1.44 0.93
*
```